(1)
C46H76BeBr3Cl3F5IMgN5O9S2Si | the ωB97M-V functional and the def2-TZVPD basis

Kohn-Sham gap = 0.088 Eh
charge = +1
total energy = -13948.4104 Ha

Atoms and positions in Å:
O  -1.829  4.373  -10.935
F  4.160  4.865  -12.832
H  3.209  1.526  -4.234
C  -7.852  -2.168  -0.329
C  -0.024  1.835  -5.858
C  2.603  -4.401  -2.752
H  1.204  3.224  -4.524
C  2.142  1.115  -4.404
H  -2.697  4.883  10.968
C  -0.205  -5.576  8.563
H  -5.921  -5.166  -2.000
Cl  -0.996  -6.164  4.860
H  -1.520  -4.248  -1.531
C  4.090  0.669  8.342
C  1.563  -7.325  10.626
H  4.615  -0.109  7.686
O  -8.880  -3.143  -0.166
O  0.804  -5.350  9.424
H  2.048  1.548  -2.203
H  -0.559  -6.729  2.613
C  1.621  8.602  -7.883
C  -6.715  -2.705  -1.190
Br  0.724  4.041  12.505
H  0.176  2.857  6.417
H  1.226  -1.258  7.054
H  2.041  3.600  10.843
N  3.511  -4.772  -1.880
C  1.171  7.465  -8.547
H  -3.251  -3.298  -0.247
H  2.226  0.194  -5.071
H  -9.546  -4.590  1.116
Br  -1.218  3.739  9.362
C  4.643  1.065  9.758
H  4.296  2.410  11.711
C  -1.754  2.596  -7.794
O  3.794  1.114  -12.139
H  -0.263  8.944  -11.244
H  3.395  -0.772  5.103
F  2.092  -2.172  3.503
O  0.154  -2.125  -0.865
H  -0.063  0.008  7.422
F  2.327  3.714  -12.831
H  -6.006  -1.892  -1.384
H  0.519  10.968  -10.051
H  0.515  -5.037  -2.379
H  0.146  6.701  -10.275
H  -0.909  1.989  -5.143
H  -5.857  -5.763  -0.329
H  -7.089  -3.061  -2.156
C  0.908  -0.927  -1.026
H  2.154  8.506  -6.943
H  -2.752  -4.307  1.303
C  -2.580  4.659  -12.128
H  3.101  1.033  -0.345
O  5.868  2.410  -12.147
H  -1.647  -5.702  -0.424
H  0.039  -0.741  5.658
N  -4.060  4.840  -10.383
Cl  -0.050  4.114  -10.784
H  -7.480  -1.823  0.642
H  -1.786  -2.744  0.746
H  0.369  1.051  -3.038
C  -6.320  -5.028  -0.990
C  0.493  7.588  -9.756
H  -8.306  -1.313  -0.839
Cl  -2.906  -6.475  2.678
H  0.077  0.741  -6.198
H  -7.850  -4.136  1.357
C  1.524  0.834  -2.946
F  3.468  3.943  -10.998
H  1.556  -5.300  11.312
H  -1.237  -6.988  9.871
C  2.782  1.367  7.862
H  -1.625  2.134  -8.862
N  2.332  0.833  0.318
H  0.101  -3.916  1.091
C  0.612  -0.397  6.588
N  1.430  -1.198  1.486
H  2.681  -1.153  -2.536
H  -2.138  -6.439  8.482
H  0.208  2.178  4.690
Br  3.951  2.027  2.024
C  1.369  2.304  -5.208
H  -0.293  5.888  11.165
H  0.129  -0.050  -0.963
C  -0.738  5.138  11.818
C  -2.392  -3.666  0.435
H  -0.238  3.903  -6.815
C  -1.791  4.299  11.136
H  1.523  1.453  0.105
C  1.074  -4.023  -2.359
C  -1.341  -6.978  3.331
H  0.965  -8.013  10.025
H  2.541  -7.252  10.143
C  -8.845  -3.753  1.117
C  0.263  8.848  -10.299
H  1.514  3.375  5.193
H  0.649  -3.418  -3.229
H  0.517  -0.747  1.704
H  1.348  6.482  -8.122
S  4.558  2.200  -12.750
H  2.061  2.679  -6.049
C  3.925  2.117  10.672
H  -7.400  -5.194  -0.994
H  0.922  -1.293  -3.236
C  0.917  -5.958  10.720
F  3.748  -1.202  2.252
C  -1.369  -4.589  -0.434
Be  -0.359  1.230  -9.721
O  -5.992  -3.731  -0.512
H  4.414  -4.977  -2.337
H  -1.156  5.631  12.698
H  1.127  2.948  8.430
C  1.387  9.862  -8.424
C  1.617  -0.746  -2.490
Mg  0.278  1.764  -1.029
H  -2.226  4.646  -13.216
C  1.953  -0.628  0.224
H  -2.450  1.910  -7.206
C  0.181  -4.403  0.043
H  4.002  0.918  4.667
H  2.929  -4.395  -3.864
C  3.595  3.739  -12.340
C  -1.140  -6.724  8.820
H  1.094  0.372  3.718
H  -2.045  3.394  11.688
O  -0.309  -4.906  7.560
I  1.255  -6.277  0.294
H  5.594  0.549  10.148
H  0.541  2.575  -7.919
C  3.064  0.289  4.837
C  2.376  -1.064  2.613
H  -0.801  -7.595  8.255
H  1.693  -7.759  11.620
C  0.954  -3.326  -0.915
H  2.008  -3.249  -0.487
C  -0.293  2.797  -7.146
N  -3.946  4.945  -11.761
H  -1.359  -8.054  3.498
H  -9.161  -3.035  1.881
C  2.605  2.833  10.198
C  2.081  2.432  8.789
O  4.582  2.155  -14.206
C  0.705  9.985  -9.631
C  -2.779  4.506  -9.859
C  0.872  2.508  5.573
S  -2.536  4.282  -8.031
H  -0.051  -5.983  11.227
C  2.222  0.301  3.451
H  2.926  -1.172  -0.088
Si  1.904  1.003  6.190
H  2.515  1.264  2.840
H  1.736  10.748  -7.906

=====

(2)
C38H53BMgN4Sb | the ωB97M-V functional and the def2-TZVPD basis

Kohn-Sham gap = 0.249 Eh
energy above the lowest of the compared OMol25 structures with the same formula, charge and spin = 0.0000 eV
charge = +1
total energy = -2163.9544 Ha

Atoms and positions in Å:
Sb  1.623  -2.099  -1.762
H  3.058  -0.938  3.999
C  -0.202  1.090  3.489
H  -0.920  -3.172  4.122
H  -2.319  3.481  2.122
C  -1.817  2.616  4.669
C  0.984  -1.052  3.490
C  0.550  3.685  -1.762
H  -1.895  1.910  5.497
C  0.696  -4.000  -1.545
H  -0.032  -4.136  -2.344
H  2.468  -3.294  -3.973
H  -3.099  -3.650  1.122
H  -6.063  0.626  -1.517
H  -4.494  2.278  -1.410
H  -2.619  -4.189  -1.292
H  -1.296  2.669  -4.435
C  -3.788  2.125  -0.589
H  -4.096  -5.143  -1.349
H  1.468  -4.767  -1.630
C  0.659  2.430  -1.158
C  2.095  -2.282  -3.821
C  -4.950  -4.700  1.228
H  2.075  0.367  -0.010
N  0.019  1.318  -1.661
H  -6.002  1.159  1.903
H  1.043  5.789  -1.583
C  -0.170  3.756  -2.977
C  1.045  -2.570  3.396
H  -0.216  -3.062  1.693
H  0.267  -2.902  5.407
N  1.474  0.939  0.581
H  -4.511  -1.846  3.046
H  3.454  -2.862  0.069
H  -2.771  3.140  4.583
H  -4.519  -5.620  1.629
C  -1.474  1.912  3.356
H  -5.747  -3.631  -1.509
H  4.250  -1.834  -1.142
C  -5.434  -2.668  -1.121
H  -3.603  1.061  1.252
C  3.529  -2.637  -0.994
N  -3.147  -1.297  1.451
H  -5.793  -4.980  0.591
H  -0.585  3.663  2.401
C  1.131  4.813  -1.123
N  -1.368  -0.929  2.794
C  -3.906  -3.912  0.438
C  2.162  1.013  3.997
H  -2.290  1.228  3.121
H  2.859  -1.560  -4.108
C  0.131  -3.283  4.393
H  0.980  2.803  4.010
C  -5.590  1.813  1.134
C  -5.605  -0.278  -1.128
H  -5.347  -4.121  2.063
C  1.780  4.653  0.062
C  1.926  3.366  0.649
H  -6.381  2.005  0.404
H  2.074  -2.816  3.675
C  -4.102  -1.364  0.383
H  -1.146  0.543  -3.165
H  -2.785  -5.626  -0.277
H  0.355  -4.352  4.406
C  2.150  -0.368  3.834
C  -0.741  2.638  -3.508
H  -5.334  2.767  1.602
H  0.191  -4.092  -0.587
C  -5.987  -1.507  -1.640
C  -1.380  2.932  2.223
H  1.834  0.917  1.535
H  1.141  -4.168  1.935
H  -0.265  4.712  -3.479
H  2.213  5.509  0.564
H  -2.872  1.725  -1.031
C  -0.646  1.431  -2.795
H  -3.551  3.105  -0.170
H  3.864  -3.525  -1.532
H  -6.727  -1.563  -2.429
H  1.209  -2.124  -4.433
C  -4.670  -0.179  -0.100
H  -1.060  3.359  4.936
C  -2.461  -1.297  3.586
B  -1.759  -0.881  1.387
C  -0.177  -0.295  3.284
C  -3.515  -1.529  2.780
Mg  -0.398  -0.106  -0.111
H  1.427  -2.567  1.255
C  -4.358  1.190  0.476
H  3.078  1.517  4.284
C  0.985  1.731  3.842
C  1.401  2.273  0.042
H  -1.177  2.457  1.259
C  0.832  -3.121  1.989
H  -2.401  -1.365  4.661
C  -3.317  -4.763  -0.683
H  2.472  3.251  1.579
C  -4.482  -2.618  -0.107

=====

(3)
C5H3FOS | the ωB97M-V functional and the def2-TZVPD basis

Kohn-Sham gap = 0.337 Eh
energy above the lowest of the compared OMol25 structures with the same formula, charge and spin = 2.6776 eV
total energy = -765.4905 Ha
SMILES = C#C/C(F)=C/OC=S

Atoms and positions in Å:
C  0.545  0.262  -0.243
O  -1.621  -0.755  -0.451
C  3.139  0.123  0.115
H  -1.822  0.664  1.010
C  1.954  0.188  -0.047
C  -2.362  0.155  0.236
H  4.203  0.068  0.259
H  0.118  -1.777  -0.156
C  -0.278  -0.808  -0.227
F  0.047  1.501  -0.428
S  -3.922  0.379  -0.068

=====

(4)
CH2I3P | the ωB97M-V functional and the def2-TZVPD basis

Kohn-Sham gap = 0.300 Eh
energy above the lowest of the compared OMol25 structures with the same formula, charge and spin = 0.5773 eV
total energy = -1273.6731 Ha

Atoms and positions in Å:
I  1.762  1.726  -0.701
I  0.579  -0.056  2.026
P  -1.316  -0.010  -0.771
C  0.686  -0.035  -0.050
I  1.596  -1.864  -0.879
H  -1.544  -0.859  0.324
H  -1.763  1.098  0.051

=====

(5)
C4H8IN2S | the ωB97M-V functional and the def2-TZVPD basis

Kohn-Sham gap (spin up / spin down) = 0.285 / 0.215 Eh
energy above the lowest of the compared OMol25 structures with the same formula, charge and spin = 2.7333 eV
charge = +1
total energy = -962.2177 Ha

Atoms and positions in Å:
N  0.117  -0.032  -0.037
C  -0.704  0.574  -0.792
H  0.091  0.327  -2.643
N  -1.170  1.781  -0.666
I  -0.596  3.541  2.207
H  -1.105  2.282  0.179
H  -0.827  -1.082  -2.210
H  0.094  -1.090  -0.261
C  1.840  -2.329  2.078
C  1.518  -1.084  2.116
S  1.095  0.397  2.053
H  -1.602  0.388  -2.823
C  -0.845  0.003  -2.226
H  -1.881  2.140  -1.203
H  2.712  -2.735  1.534
H  1.262  -3.079  2.696

=====

(6)
C2H4N4O | the ωB97M-V functional and the def2-TZVPD basis

Kohn-Sham gap = 0.363 Eh
energy above the lowest of the compared OMol25 structures with the same formula, charge and spin = 4.2977 eV
total energy = -372.7424 Ha

Atoms and positions in Å:
N  -0.131  0.689  -0.236
H  -0.936  -1.027  2.309
C  -0.698  -0.428  1.404
C  0.282  -0.643  -0.324
N  -0.726  0.762  1.062
H  1.038  -0.390  -2.077
H  0.870  2.336  0.029
N  -0.290  -1.390  0.526
O  0.152  1.861  -0.637
N  1.107  -1.105  -1.348
H  0.592  -2.072  -1.675

=====

(7)
C37H27ClIN2O11PS | the ωB97M-V functional and the def2-TZVPD basis

Kohn-Sham gap = 0.250 Eh
total energy = -3860.5977 Ha

Atoms and positions in Å:
O  1.964  -3.466  -3.027
H  0.009  -0.578  2.517
N  0.701  -2.674  -1.227
H  1.901  3.244  -4.783
C  -2.209  3.016  6.540
H  4.108  -1.770  -4.094
C  -0.853  5.525  6.848
C  -2.883  4.297  6.218
C  1.776  -1.066  -2.586
H  -6.635  -6.587  -0.518
O  -0.641  -1.186  -0.066
H  -0.337  2.131  7.252
O  -2.782  1.954  6.407
H  7.121  2.035  0.421
C  -7.067  -5.877  -2.546
C  4.569  1.973  2.754
C  -0.810  3.078  7.026
H  2.473  1.544  2.275
H  -4.676  -4.648  -4.719
C  -4.862  -5.931  -1.471
C  -0.858  -0.828  3.116
H  2.874  1.229  -0.166
C  2.617  0.980  -3.372
C  -3.060  -1.366  4.866
H  1.555  -2.251  -4.993
C  -3.019  -1.927  3.494
C  1.028  -0.380  -1.657
O  -0.004  0.436  4.908
H  0.841  4.309  7.520
H  3.880  -0.341  -5.129
H  1.304  -0.083  -6.071
H  -7.122  -5.095  -4.593
C  3.456  1.639  1.831
H  -1.823  -2.011  1.657
C  1.542  -2.531  -2.394
C  5.026  1.606  -0.056
C  1.883  1.646  -2.422
H  -0.049  3.820  -2.695
O  -0.283  6.586  6.978
H  3.273  1.492  -4.060
C  -0.900  -0.269  4.486
H  -2.085  -0.180  6.319
O  4.380  2.130  3.940
I  -0.859  -3.936  -1.859
C  3.670  1.470  0.528
C  2.566  -0.387  -3.471
C  1.058  0.974  -1.556
C  3.371  -1.105  -4.538
H  3.500  3.809  -4.297
N  0.287  1.654  -0.546
H  2.098  4.964  -4.260
O  -3.914  -2.630  3.071
C  -6.169  -6.171  -1.401
C  0.250  -1.384  -0.866
H  2.927  -2.677  -5.976
O  -8.256  -6.097  -2.485
C  -6.452  -5.304  -3.770
H  -4.190  -6.137  -0.648
P  2.081  3.485  -2.359
C  1.846  -0.892  -6.562
C  2.434  3.939  -4.127
H  6.725  2.351  2.858
C  -0.181  4.242  7.168
H  -2.727  6.407  6.131
C  -4.254  -5.359  -2.693
C  -2.076  -0.598  5.326
C  -0.923  1.639  -0.729
O  0.570  4.060  -1.991
O  5.219  1.450  -1.245
C  2.417  -1.836  -5.509
H  -3.928  -1.615  5.464
S  -2.450  1.870  -0.884
H  1.099  -1.458  -7.116
C  -5.145  -5.065  -3.837
Cl  3.075  -0.290  -7.705
H  -3.904  4.229  5.864
C  -2.254  5.460  6.360
O  -3.059  -5.138  -2.757
C  -1.839  -1.597  2.654
C  6.138  1.939  0.866
C  5.927  2.108  2.168

=====

(8)
C2LiO4Tl | the ωB97M-V functional and the def2-TZVPD basis

Kohn-Sham gap = 0.315 Eh
energy above the lowest of the compared OMol25 structures with the same formula, charge and spin = 0.0000 eV
total energy = -557.2666 Ha

Atoms and positions in Å:
O  -1.503  0.719  -0.717
C  0.831  0.402  -0.244
Li  -1.284  1.793  0.865
O  1.680  -0.509  -0.075
O  -0.863  -1.206  0.128
C  -0.625  -0.155  -0.529
Tl  0.934  -2.581  0.290
O  0.830  1.536  0.282

=====

(9)
C6H9N | the ωB97M-V functional and the def2-TZVPD basis

Kohn-Sham gap (spin up / spin down) = 0.330 / 0.282 Eh
energy above the lowest of the compared OMol25 structures with the same formula, charge and spin = 7.0719 eV
total energy = -288.5222 Ha

Atoms and positions in Å:
C  0.357  0.092  -0.882
H  0.496  -1.076  -0.797
C  -0.535  0.558  0.165
H  -0.158  0.217  -1.804
C  -0.788  -2.570  1.434
C  -1.949  -1.994  0.776
H  -0.276  0.418  1.202
N  -2.292  -1.161  -0.051
C  -1.911  -3.262  1.532
C  1.779  0.812  -0.796
H  1.760  1.667  -1.480
H  -1.040  1.507  -0.122
H  2.571  0.136  -1.078
H  -2.235  -4.239  1.736
H  0.264  -2.531  1.632
H  1.968  1.058  0.162

=====

(10)
C46H43N6P2STl | the ωB97M-V functional and the def2-TZVPD basis

Kohn-Sham gap = 0.226 Eh
charge = +2
total energy = -3360.1288 Ha

Atoms and positions in Å:
N  1.549  0.849  4.223
C  -1.817  -2.801  3.473
H  0.434  3.153  0.521
Tl  -0.565  -0.633  1.359
C  -1.487  -4.935  -2.320
H  0.160  2.594  -6.040
C  2.145  3.721  -2.934
C  -2.893  2.536  0.499
C  0.053  -3.401  -1.300
H  -1.781  -5.950  -2.554
N  -1.985  -1.574  4.169
H  2.694  4.044  -2.058
H  3.966  1.578  -0.257
C  -1.547  2.416  0.851
H  1.035  2.780  3.655
C  1.352  -0.356  -5.071
H  1.536  1.232  -0.054
H  -1.995  0.052  6.094
C  2.413  4.290  -4.168
N  -1.643  -0.575  3.501
P  -0.276  -0.662  -1.216
P  -0.871  1.066  -3.963
C  3.491  0.756  -0.777
H  0.966  -3.220  -0.742
H  0.957  2.321  -1.847
C  1.166  2.741  -2.817
H  -2.547  -1.763  -2.741
H  0.025  -4.088  1.135
H  -3.202  -3.772  4.773
C  1.139  -2.543  -6.056
C  2.270  -1.351  -2.131
C  -1.309  -5.223  2.368
C  -2.336  4.228  -1.118
C  -0.729  -2.326  -1.723
C  -0.313  -4.697  -1.617
H  1.583  -3.389  -6.564
H  5.322  0.010  -1.602
C  -0.708  -4.064  1.922
H  -3.626  1.919  1.005
H  -3.208  -4.057  -3.251
N  -0.968  -2.862  2.454
H  2.320  1.507  6.066
H  1.591  1.726  2.338
H  -1.042  -6.174  1.930
H  3.169  5.057  -4.262
C  -1.660  0.671  4.063
C  0.458  2.307  -3.924
H  -2.290  2.386  6.921
H  2.765  2.393  3.495
C  -2.288  -3.875  -2.712
C  1.335  -0.460  6.177
C  -1.911  -2.573  -2.416
C  2.125  0.569  -0.678
C  0.722  2.900  -5.164
C  -0.006  -0.347  -4.761
C  -2.245  -5.135  3.393
S  1.827  -1.031  2.257
C  -1.002  4.121  -0.761
C  -3.284  3.432  -0.481
C  3.643  -1.180  -2.199
C  -1.529  1.723  3.121
C  -0.789  -1.435  -5.152
H  -0.267  4.758  -1.235
C  1.918  -1.445  -5.720
H  1.883  4.330  -6.250
H  2.974  -1.436  -5.959
H  0.555  1.587  5.925
C  -2.494  -3.906  3.968
C  -2.035  3.247  4.940
H  -2.199  4.258  5.289
C  -0.220  -2.537  -5.771
C  -2.091  2.180  5.879
C  1.577  -0.421  3.865
H  -0.840  -3.376  -6.060
N  1.435  -1.212  4.922
H  1.974  0.493  -4.818
H  2.146  -0.729  6.851
H  4.239  -1.868  -2.784
H  -1.735  3.869  2.923
H  1.488  -2.214  4.850
C  4.251  -0.124  -1.534
H  -1.861  -1.404  -5.001
H  -2.640  4.936  -1.877
H  -2.236  0.165  -2.191
H  0.314  -5.525  -1.314
C  -0.604  3.208  0.213
C  -1.217  0.555  -2.161
C  1.751  2.008  3.375
H  -4.330  3.518  -0.743
C  1.693  3.879  -5.285
H  1.803  -2.154  -2.683
C  -1.780  3.040  3.615
C  1.501  -0.469  -1.371
N  -1.179  1.468  1.848
C  1.437  0.996  5.681
H  -1.279  1.473  -1.568
H  0.386  -0.665  6.669
H  -2.757  -6.019  3.749
C  -1.919  0.907  5.435

=====

What did the fourth record say?
CH2I3P | the ωB97M-V functional and the def2-TZVPD basis

Kohn-Sham gap = 0.300 Eh
energy above the lowest of the compared OMol25 structures with the same formula, charge and spin = 0.5773 eV
total energy = -1273.6731 Ha

Atoms and positions in Å:
I  1.762  1.726  -0.701
I  0.579  -0.056  2.026
P  -1.316  -0.010  -0.771
C  0.686  -0.035  -0.050
I  1.596  -1.864  -0.879
H  -1.544  -0.859  0.324
H  -1.763  1.098  0.051

=====

> Which of these has the lowest total energy?

C46H76BeBr3Cl3F5IMgN5O9S2Si